The following is a DFT calculation (the ωB97M-V functional and the def2-TZVPD basis) of a structure of composition C34H88BeN6O10 in a non-equilibrium geometry.

```
139
Properties=species:S:1:pos:R:3:forces:R:3:mulliken_charge:R:1
Be 0.310450 1.306991 -0.695261 -0.2 -0.2 -0.7 1.185
C 3.243060 -1.891639 -1.773181 -0.1 0.7 0.5 -0.246
C 3.039250 -1.461699 -0.251741 -0.6 0.6 -0.9 0.601
C 4.332130 -0.863159 0.348379 -0.6 -0.1 -0.6 -1.563
O 1.873150 -0.714989 -0.015511 -0.1 0.8 -0.3 -0.569
H 3.344170 -1.070009 -2.482261 0.0 0.6 0.3 -0.127
H 2.350440 -2.404849 -2.130891 0.0 -0.4 0.2 -0.369
H 4.146640 -2.472589 -1.957951 0.0 -0.5 0.3 0.554
H 2.899390 -2.414739 0.258399 0.0 -0.6 0.3 -0.021
H 4.138910 -0.468659 1.345949 0.0 -0.1 0.0 0.207
H 4.689800 -0.047969 -0.280631 0.2 0.1 0.0 0.254
H 5.098490 -1.637219 0.388799 0.2 0.1 0.1 0.497
C -0.672740 4.838801 -2.880551 0.2 0.6 0.1 -0.930
C -1.863960 4.044821 -2.387301 1.3 -1.0 1.0 0.825
C -2.787620 3.611381 -3.505541 -0.1 -0.9 0.0 -1.541
O -1.493630 3.012971 -1.470661 0.1 -0.2 -0.1 -0.518
H -1.031890 5.523851 -3.648541 0.4 0.1 -0.3 0.470
H 0.185800 4.252091 -3.207331 -0.3 -0.3 -0.5 -0.056
H -0.284290 5.468211 -2.079891 0.0 0.0 0.2 0.090
H -2.448810 4.799641 -1.861661 -0.4 0.3 0.5 -0.043
H -2.390000 2.776861 -4.083091 0.2 -0.2 0.0 0.157
H -3.012440 4.393251 -4.230971 -0.1 0.3 0.2 0.408
H -3.697430 3.260371 -3.018571 -0.2 0.0 -0.3 0.380
C 1.499120 1.940931 2.496079 0.1 -0.8 -0.9 -0.802
O 1.574040 2.463151 1.163559 -3.3 -0.3 0.2 0.779
C 2.809900 2.872071 0.809699 1.8 0.9 -0.6 -0.817
C 2.783160 3.728711 -0.462031 -1.4 -0.7 -0.3 -0.970
N 2.158380 2.971671 -1.570381 0.9 -2.1 1.4 -0.086
C 3.120740 1.974591 -2.123231 -0.6 1.5 -2.5 0.081
C 2.483500 1.444961 -3.402101 -0.7 -0.8 1.3 -1.023
O 1.376820 0.683441 -2.959061 0.2 -0.6 -0.1 0.607
C 0.710130 -0.009629 -3.985571 -0.9 0.1 -0.3 -0.921
H 1.966420 0.956871 2.459369 0.0 -0.3 0.2 0.083
H 0.438040 1.809071 2.707829 0.2 0.2 0.3 -0.017
H 2.065500 2.552981 3.198009 -0.3 0.3 0.0 0.394
H 3.426790 1.974001 0.778019 0.7 0.1 -0.3 0.240
H 3.174140 3.572031 1.561679 0.5 -0.1 0.4 0.493
H 3.790740 4.080701 -0.683351 0.1 0.0 -0.1 0.389
H 2.131570 4.582121 -0.274361 0.1 0.1 0.1 0.333
H 1.793730 3.499311 -2.350591 -0.1 0.4 0.4 0.091
H 3.478960 1.175331 -1.474421 -0.4 0.3 0.2 -0.675
H 3.923310 2.528791 -2.609881 1.0 0.2 0.8 0.534
H 3.207390 0.854151 -3.963371 0.0 -0.3 -0.1 0.385
H 2.101560 2.222211 -4.063991 0.2 0.5 -0.1 0.487
H 0.252230 -0.903679 -3.562351 0.0 0.2 0.0 0.042
H 1.290890 -0.291749 -4.863771 0.8 -0.2 0.4 0.302
H -0.039870 0.648551 -4.424211 -0.5 0.0 0.2 0.224
C 2.785730 -2.821689 -5.477141 0.1 0.2 1.0 -0.985
O 1.478190 -3.214469 -4.968631 1.6 0.6 -1.4 -0.237
C 1.519510 -4.519469 -4.394701 -1.7 0.7 0.0 -0.557
C 0.001250 -4.885079 -4.158691 1.3 -0.5 1.5 -1.150
N -0.600350 -3.896859 -3.229421 -0.4 -1.0 -0.9 0.462
C -2.061880 -4.122759 -3.139691 -0.8 2.2 -1.2 -0.531
C -2.715760 -3.047009 -4.123181 1.2 -1.1 1.5 -1.180
O -2.300870 -1.767439 -3.551571 -1.0 -0.2 -2.5 0.018
C -2.724960 -0.653649 -4.421251 -0.3 -0.9 0.9 -0.890
H 3.157860 -3.355539 -6.351561 -0.6 -0.3 -0.1 0.367
H 3.555420 -2.917289 -4.711271 0.0 -0.6 0.4 0.350
H 2.905170 -1.755379 -5.669031 -1.1 0.1 -0.3 0.296
H 2.065530 -4.402209 -3.458641 -0.2 -0.5 0.4 0.147
H 2.069680 -5.211199 -5.032611 -0.3 -0.2 -0.2 0.533
H -0.085900 -5.827019 -3.617171 0.5 -0.3 0.2 0.484
H -0.595130 -5.130789 -5.037361 0.2 0.8 -0.7 0.484
H -0.505100 -2.999569 -3.683171 0.2 0.4 0.2 -0.204
H -2.500270 -3.841419 -2.182211 0.5 -0.4 0.4 -0.092
H -2.375290 -5.124509 -3.433561 0.2 0.0 0.1 0.585
H -3.792770 -3.176269 -4.230171 -0.2 0.4 0.3 0.543
H -2.256580 -3.278969 -5.084151 0.1 0.7 -0.4 0.373
H -2.364180 -0.759599 -5.444341 0.3 -0.1 0.1 0.365
H -2.398370 0.288901 -3.981881 0.2 -0.2 0.1 -0.047
H -3.814670 -0.666499 -4.442461 -0.1 0.1 -0.1 0.374
C -3.565820 -1.654239 -0.426471 -0.3 -0.1 0.4 -1.253
C -2.705640 -0.398139 -0.285811 1.1 -0.8 -0.2 0.805
C -2.182720 -0.227879 1.130859 -0.5 -1.0 -0.7 -0.673
O -1.376620 0.938891 1.236749 -0.1 -0.8 0.4 0.794
C -2.221070 2.003901 1.636479 1.2 1.6 -0.1 -0.752
N -1.510380 -0.609619 -1.137911 -0.4 1.7 0.2 1.712
H -4.422190 -1.595199 0.245269 -0.3 -0.1 -0.3 0.521
H -3.034980 -2.578199 -0.197121 0.4 0.2 0.5 0.032
H -3.844990 -1.844619 -1.462771 -0.5 0.5 0.0 0.182
H -3.252610 0.486451 -0.612051 0.0 0.1 0.0 0.318
H -1.647160 -1.130009 1.426559 0.8 0.1 -0.3 -0.331
H -3.046570 -0.303479 1.791289 -0.1 1.0 0.5 0.452
H -2.826530 2.312551 0.784279 -0.6 -0.2 0.4 0.083
H -1.581590 2.869211 1.810819 0.2 0.1 -0.1 -0.154
H -2.651580 1.806561 2.618219 -0.7 -0.3 -0.3 0.378
H -1.936860 -0.974409 -1.977631 0.5 0.6 -0.8 -0.644
H -1.138540 -1.478989 -0.782881 0.9 -0.4 0.6 -0.081
C 0.776740 -5.127189 -0.104871 -1.0 0.0 1.5 -1.476
C -0.418170 -4.252669 0.375149 0.2 -0.4 -1.0 0.445
C -0.430270 -3.971689 1.882619 0.5 -0.7 -0.1 -0.661
O -0.329120 -5.173719 2.682089 1.5 1.7 -0.5 -0.484
C -1.473780 -5.890439 2.699159 -1.9 -1.9 0.2 -0.770
N -0.316450 -3.001149 -0.396781 0.3 -0.6 1.3 0.768
H 0.682780 -6.130319 0.311059 0.2 -0.2 -0.3 0.406
H 1.656290 -4.672419 0.350829 0.3 -0.1 -0.3 0.311
H 0.812530 -5.112809 -1.194191 0.1 -0.2 0.1 0.184
H -1.366840 -4.715749 0.103699 -0.1 -0.3 0.0 0.576
H -1.323020 -3.430529 2.196059 -0.2 0.1 -0.2 0.382
H 0.433640 -3.353499 2.126719 0.1 -0.1 0.1 0.197
H -1.756850 -6.366309 1.760269 0.1 0.2 -0.6 0.282
H -2.357390 -5.355189 3.046789 -0.1 0.5 0.1 0.296
H -1.384820 -6.757959 3.353059 0.4 0.1 0.4 0.341
H -0.137880 -3.279019 -1.351251 -0.4 -0.2 -0.6 -0.652
H 0.609820 -2.694609 -0.135721 0.4 1.3 0.2 -0.699
C 0.487430 -2.121309 9.083349 0.2 0.5 -1.1 -1.357
C -0.404090 -1.509639 7.995259 1.4 -0.6 0.0 0.333
C 0.110410 -1.776399 6.502849 -1.2 1.9 1.5 -0.592
O -0.693850 -0.897529 5.672219 -0.1 -0.6 1.5 -0.408
C -0.422180 -0.952809 4.323879 0.5 0.1 -1.4 -0.328
N -1.710500 -2.098339 8.210869 -0.3 0.5 -1.3 -0.777
H 0.439690 -3.194879 8.900929 0.4 -0.2 0.5 0.319
H 0.108650 -1.835489 10.064639 0.0 -0.3 -0.1 0.355
H 1.502920 -1.740939 8.972919 0.2 -0.3 0.1 0.359
H -0.415930 -0.434629 8.175019 -0.3 0.1 -0.4 0.359
H -0.092480 -2.813889 6.237239 0.4 -0.2 -0.2 0.240
H 1.152840 -1.460619 6.461139 0.2 -0.4 -0.4 0.342
H -0.265070 -1.964149 3.948899 0.0 -0.2 0.1 0.123
H 0.443820 -0.354129 4.041519 0.5 -0.1 0.2 0.189
H -1.201570 -0.501569 3.709859 -0.5 -0.1 0.4 0.152
H -2.128130 -1.836379 7.329359 -1.3 0.4 -0.1 0.340
H -1.571180 -3.075649 7.997429 0.0 -0.7 0.5 0.284
C -1.621730 7.693631 1.546429 1.7 -0.4 0.2 -1.631
C -1.123490 6.307731 1.059999 -1.2 1.4 -0.7 0.904
C -0.052730 5.649041 1.936419 -0.3 0.7 -0.4 0.554
O 0.957110 6.617131 2.099889 1.3 0.0 0.7 -0.356
C 2.046730 6.261361 2.973999 -0.5 0.1 -0.9 -0.591
N -2.275470 5.469721 0.862889 -0.8 -1.2 0.0 -0.630
H -1.805940 7.690291 2.620739 -0.3 0.2 -0.1 0.349
H -2.441940 8.104161 0.957509 -0.2 -0.4 0.1 0.471
H -0.764620 8.327231 1.318329 -0.1 0.5 0.5 0.337
H -0.761200 6.573981 0.067049 1.0 -0.3 -0.1 -0.155
H 0.356670 4.760391 1.455999 -0.1 -0.3 -0.1 -0.809
H -0.485350 5.365631 2.895899 -0.2 -0.1 0.2 0.475
H 2.824650 7.011791 2.833309 -0.3 0.2 0.3 0.280
H 2.537680 5.325801 2.706019 -0.3 -0.4 -0.3 0.126
H 1.744180 6.169481 4.017129 -0.2 0.2 0.1 0.352
H -2.103570 4.822551 0.106769 0.5 -0.9 0.1 -0.102
H -3.035480 5.994401 0.453979 -0.1 0.5 0.4 0.347
```
Positions in Å, forces in eV/Å.

The value obtained for the largest force on an atom is 3.3 eV/Å. The frontier orbital gap comes out at 7.52 eV. The calculation puts the energy above the lowest of the compared OMol25 structures with the same formula, charge and spin at 0.0 kcal per mole. Its total energy is -66491.8356 eV.